Molecular formula: C20H43O5P
Method: DFT, ωB97M-V with the def2-TZVPD basis set

The geometry in XYZ format:
```
69
Properties=species:S:1:pos:R:3:forces:R:3
C -2.159566 -3.804608 2.956789 0.05 0.21 0.00
C -2.567146 -3.315003 1.568642 -0.25 -0.25 0.22
C -2.213233 -4.286267 0.451042 0.28 0.21 -0.48
C -0.711983 -4.528469 0.222592 0.21 -0.04 0.44
C 0.210942 -3.321046 0.409764 -0.24 0.07 -0.02
C -0.068398 -2.151600 -0.545362 -0.09 -0.28 -0.02
C 0.659175 -2.243251 -1.893173 -0.13 0.13 0.26
C 2.182312 -2.354378 -1.824654 0.16 -0.09 -0.40
C 2.957943 -1.051637 -1.995627 -0.26 -0.01 0.30
C 2.625324 0.052092 -0.982358 0.23 0.22 -0.83
O 3.854518 0.535689 -0.353311 -0.62 -0.08 0.42
P 4.253652 -0.199410 0.999425 0.24 -0.66 0.22
O 3.338095 -1.249946 1.428868 -0.29 -0.06 -0.12
O 5.717047 -0.768805 0.749549 0.29 0.29 0.02
O 4.526030 0.939118 2.065232 0.01 0.34 -0.41
C 4.049867 2.274360 1.844251 0.04 0.69 0.62
C 2.530870 2.427180 1.961366 0.16 0.19 -0.11
C 1.927462 3.242478 0.803435 -0.14 -0.78 0.15
C 0.501025 2.838273 0.423798 0.02 0.34 0.03
C -0.467093 2.721307 1.592298 -0.29 -0.20 -0.33
C -1.880109 2.309887 1.142760 0.41 0.32 0.31
C -2.546468 3.304950 0.168482 0.11 -0.65 0.39
C -2.521877 2.865215 -1.298983 0.08 0.48 -0.06
C -3.710633 3.392321 -2.116088 0.28 -0.12 -0.24
O -4.697562 2.404867 -2.361130 -0.04 -0.06 0.25
C -4.368727 1.579199 -3.458770 0.11 0.15 -0.01
H -2.685320 -3.224464 3.714539 0.01 -0.06 0.13
H -1.094357 -3.692664 3.149875 0.11 -0.01 -0.06
H -2.402170 -4.857552 3.096585 -0.12 -0.06 0.00
H -2.165887 -2.317574 1.390537 0.12 0.05 -0.07
H -3.653720 -3.201981 1.569770 -0.05 0.06 -0.06
H -2.644654 -3.942428 -0.492735 -0.15 0.12 0.06
H -2.704799 -5.235087 0.671981 0.03 -0.13 -0.06
H -0.375063 -5.298018 0.921648 0.05 -0.05 0.01
H -0.526888 -4.935589 -0.772726 -0.22 -0.12 -0.10
H 1.230753 -3.683931 0.306975 0.15 0.11 -0.01
H 0.145422 -2.952412 1.430784 -0.05 -0.02 0.14
H 0.130603 -1.212410 -0.028037 0.12 0.07 -0.07
H -1.138366 -2.152963 -0.761915 -0.11 0.17 0.02
H 0.241388 -3.101399 -2.421644 0.10 -0.13 -0.04
H 0.393581 -1.376566 -2.505233 -0.06 0.06 -0.04
H 2.505505 -3.006526 -2.639284 0.08 -0.08 0.03
H 2.519162 -2.830846 -0.907122 -0.10 -0.03 0.14
H 2.803782 -0.656629 -3.000370 0.07 -0.04 -0.09
H 4.014013 -1.292413 -1.888567 0.14 0.13 -0.10
H 2.204844 0.908696 -1.507544 0.15 0.17 0.12
H 1.899561 -0.256150 -0.240924 0.20 -0.14 0.28
H 6.394580 -0.107791 0.951577 -0.06 -0.22 -0.09
H 4.526363 2.859531 2.627752 0.14 -0.04 0.04
H 4.416981 2.671206 0.899382 0.01 -0.25 -0.18
H 2.320215 2.954629 2.889400 -0.13 -0.16 0.19
H 2.091410 1.434568 2.068289 -0.10 -0.06 -0.21
H 1.931238 4.294830 1.079053 0.14 0.17 -0.12
H 2.561605 3.090690 -0.071396 0.02 0.26 -0.10
H 0.129871 3.617850 -0.244212 -0.09 -0.02 -0.16
H 0.503071 1.917411 -0.165956 0.04 -0.14 0.13
H -0.508990 3.682597 2.111362 -0.02 0.03 0.12
H -0.130750 1.969148 2.305976 0.18 0.04 0.10
H -1.805065 1.307290 0.718495 -0.14 -0.05 -0.20
H -2.480774 2.205995 2.046959 -0.14 0.01 -0.01
H -3.571822 3.463244 0.501338 -0.13 0.00 -0.15
H -2.028466 4.257773 0.281015 -0.12 0.21 -0.08
H -1.601638 3.238425 -1.750766 0.11 -0.09 -0.06
H -2.478598 1.779889 -1.375445 -0.13 -0.11 0.01
H -4.180165 4.214961 -1.578855 -0.21 -0.03 0.01
H -3.363923 3.791536 -3.076196 -0.01 0.04 -0.04
H -4.609694 2.091461 -4.395338 -0.02 -0.06 -0.09
H -4.927880 0.650067 -3.388402 -0.17 0.05 0.04
H -3.306428 1.321073 -3.479460 0.08 0.00 0.07
```
Forces are in eV/Å.

Summary:
Structure (SMILES): CCCCCCCCCCO[P@@](=O)(O)OCCCCCCCCCOC
LUMO level in eV: 0.659
Highest occupied orbital energy in eV: -9.70
F_max in eV/Å: 0.93
Frontier orbital gap in hartree: 0.381
ΔE to the lowest compared entry with this formula, charge and spin in kcal/mol: 0.0


Molecular formula: C20H44BFN5O5S
Method: DFT, ωB97M-V with the def2-TZVPD basis set

The geometry in XYZ format:
```
77
Properties=species:S:1:pos:R:3:forces:R:3
C -6.854455 -2.302007 -0.165606 0.16 0.04 -0.37
C -6.815708 -0.746487 0.031784 -0.82 -0.16 0.22
C -6.771255 -0.265878 1.530107 0.36 1.47 -0.02
C -5.318636 0.182213 2.005735 -1.55 -1.08 -0.51
N -4.566523 -1.040347 2.308996 0.03 1.88 0.23
B -3.059938 -0.836705 2.415623 0.55 -1.49 -1.23
C -2.252770 -0.085688 1.189267 -0.51 1.13 -1.02
C -2.855511 -0.404382 -0.252077 0.48 0.59 -0.51
C -2.021185 -1.429606 -1.133959 -0.39 -0.06 -0.04
C -2.923717 -2.418347 -1.971406 0.77 -0.06 1.30
S -3.416993 -1.772829 -3.629212 -0.32 0.79 0.34
C -3.581122 0.000333 -3.392644 0.95 -0.11 0.18
N -2.639469 0.888327 -3.667271 -1.37 -1.61 0.29
N -3.130108 2.109466 -3.311867 -2.36 -0.13 0.83
C -4.352501 1.897587 -2.837810 1.53 0.59 -0.39
O -4.725148 0.580394 -2.856192 1.50 1.04 -0.56
O -2.558253 -2.247605 2.305598 0.53 -1.16 1.00
C -1.419277 -2.365036 3.153223 -1.09 1.00 -0.66
C -1.843174 -1.337348 4.302486 -0.57 -0.89 -1.02
F -0.725166 -0.865725 5.026906 -0.78 -0.02 -0.34
O -2.600375 -0.308501 3.718721 1.52 -1.12 1.07
H -7.867422 -2.693345 0.109335 0.82 0.28 -0.25
H -6.109917 -2.868780 0.441433 -0.45 0.58 -0.32
H -6.642684 -2.561702 -1.239832 -0.35 0.20 0.90
H -7.784182 -0.356027 -0.393585 0.87 -0.38 0.21
H -6.015518 -0.252539 -0.577050 -0.46 -0.55 0.66
H -7.198143 -1.002145 2.257971 0.43 0.40 -0.71
H -7.418782 0.654474 1.587355 0.41 -0.79 0.00
H -4.896300 0.799981 1.163881 -0.12 -0.32 0.52
H -5.414234 0.871165 2.889604 0.24 -0.78 -0.58
H -4.809935 -1.810430 1.693363 0.15 0.35 0.06
H -2.306959 1.030764 1.352062 0.18 -0.79 -0.31
H -1.158587 -0.348462 1.166997 -0.98 0.11 0.30
H -3.916783 -0.764462 -0.202488 0.90 0.15 0.21
H -2.903808 0.575641 -0.811800 -0.02 -0.90 0.33
H -1.351357 -0.914872 -1.874307 -0.46 -0.29 0.81
H -1.376334 -2.048520 -0.465685 -0.51 0.42 -0.39
H -2.317649 -3.345825 -2.159712 -0.61 0.85 -0.31
H -3.795786 -2.745820 -1.356275 0.43 0.44 -0.65
H -4.971679 2.728317 -2.447699 0.14 -1.20 -0.26
H -0.552333 -2.099943 2.493587 -0.01 0.06 1.18
H -1.316435 -3.407920 3.543053 -0.02 0.74 -0.18
H -2.509321 -1.944165 4.978442 0.81 0.74 0.08
C 1.100209 0.562586 -0.495293 -0.15 0.21 -0.06
C 1.921654 -0.136978 0.582765 -0.02 -0.12 -0.39
C 3.442414 -0.007031 0.384001 -0.16 -0.11 0.34
O 3.980352 -0.834476 -0.640752 0.12 0.35 0.01
C 3.805470 -0.334539 -1.953922 0.04 -0.39 -0.03
N 1.505323 -1.541882 0.660985 0.36 -0.03 0.07
H 1.056413 -0.004317 -1.426456 0.09 -0.05 0.04
H 0.068306 0.690597 -0.164872 0.09 -0.03 0.02
H 1.508892 1.552086 -0.719612 -0.01 -0.02 0.00
H 1.678339 0.343994 1.536009 0.08 -0.07 0.03
H 3.931482 -0.333142 1.307294 0.03 -0.08 -0.08
H 3.739333 1.037761 0.228098 -0.12 0.03 -0.13
H 3.865700 0.757364 -1.990298 -0.10 0.02 0.04
H 2.854122 -0.676112 -2.366403 -0.04 0.23 -0.10
H 4.600064 -0.747754 -2.579845 0.04 0.01 0.10
H 1.972193 -1.979752 1.452119 -0.19 0.02 0.08
H 1.899132 -2.020738 -0.147561 -0.16 0.05 -0.01
C 6.472505 1.603121 0.597640 -0.16 -0.14 0.09
C 6.467090 2.914854 -0.181074 0.36 -0.23 0.07
C 6.887510 2.760823 -1.653891 -0.14 0.26 -0.04
O 8.282297 2.582402 -1.856326 -0.24 -0.16 -0.06
C 8.747929 1.264218 -1.627405 0.30 0.20 0.02
N 7.308735 3.890681 0.522185 -0.01 0.14 -0.25
H 7.476098 1.289170 0.886983 0.03 0.09 -0.08
H 5.898474 1.708935 1.520603 0.05 0.05 -0.06
H 6.016949 0.798600 0.015691 0.06 -0.01 0.03
H 5.437469 3.288070 -0.176710 0.05 0.06 -0.10
H 6.635101 3.689819 -2.174398 0.11 0.00 0.02
H 6.322169 1.962520 -2.151549 0.04 -0.12 0.10
H 8.012882 0.510722 -1.923026 -0.06 0.02 0.08
H 9.022919 1.135953 -0.578248 -0.09 -0.21 0.00
H 9.652218 1.119376 -2.221839 -0.08 0.08 -0.05
H 7.216576 4.794139 0.063621 -0.07 0.01 0.12
H 8.279112 3.631719 0.352433 -0.07 -0.04 0.11
```
Forces are in eV/Å.

Summary:
LUMO level in eV: 2.199
Highest occupied orbital energy in eV: -4.35
Total charge: -1
F_max in eV/Å: 2.50
Frontier orbital gap in hartree: 0.241


Molecular formula: C20H44Br8F6NO9S2
Method: DFT, ωB97M-V with the def2-TZVPD basis set

The geometry in XYZ format:
```
90
Properties=species:S:1:pos:R:3:forces:R:3
O 31.405279 -0.391402 -1.210443 0.46 0.31 0.34
H 31.999598 0.446216 -1.362626 -1.01 0.18 0.41
H 30.836652 -0.196638 -0.301519 0.12 0.78 -0.08
H 30.816335 -0.357395 -2.022320 0.16 -0.44 0.78
O 29.843756 2.005679 -1.544002 -7.15 -1.98 -0.24
H 29.717710 1.570347 -0.606106 0.58 0.27 -0.30
H 29.531227 1.306735 -2.262121 0.52 1.67 2.07
H 30.856434 2.239606 -1.745388 1.42 0.64 -0.29
C 33.851727 3.474687 -1.555550 0.02 1.53 -0.07
C 33.000929 2.552997 -2.403960 -0.07 -0.18 -1.42
C 33.824389 1.424440 -3.063848 -0.31 -0.42 0.12
O 31.919495 2.055019 -1.682920 5.56 -0.79 -0.06
H 34.639098 4.009075 -2.111316 0.05 -0.58 -0.12
H 34.291865 3.037203 -0.657768 -0.10 -0.39 -0.18
H 33.236961 4.318776 -1.214521 -0.18 -0.32 0.15
H 32.618170 3.067872 -3.317059 0.14 0.52 0.69
H 33.171189 0.761504 -3.640813 -0.10 -0.05 0.45
H 34.320854 0.827091 -2.289583 0.24 0.04 -0.24
H 34.509574 1.768002 -3.848447 0.30 0.28 0.58
C 28.812262 -0.970672 1.900776 0.92 -0.06 1.11
C 29.454167 0.428871 1.931873 -1.26 0.50 -0.37
C 30.197716 0.641847 3.249441 1.21 -0.22 0.48
O 30.191686 0.772080 0.799977 0.15 -0.91 -0.86
H 28.099410 -1.084494 1.102751 -0.22 -0.07 -0.28
H 28.334250 -1.119363 2.882274 -0.31 0.02 -0.31
H 29.561460 -1.772988 1.862792 0.05 0.19 -0.36
H 28.553368 1.094029 1.995388 0.37 0.01 -0.08
H 29.592248 0.760107 4.154806 -0.44 -0.13 -0.33
H 30.852223 1.519903 3.236610 -0.19 0.03 -0.38
H 30.874041 -0.201929 3.468498 -0.11 0.05 -0.19
C 26.990212 -0.625650 -1.711296 0.79 -0.13 -1.72
F 26.365795 -1.451903 -0.931678 -0.60 -0.72 1.30
F 26.140248 -0.309467 -2.699166 -0.06 0.42 -0.21
F 27.369844 0.467898 -1.098931 -0.09 0.28 0.48
S 28.444558 -1.535751 -2.446523 0.90 0.57 0.22
O 29.102196 -2.216400 -1.393055 0.43 0.51 1.13
O 27.937727 -2.401555 -3.461397 -0.43 0.33 -0.46
N 29.389666 -0.203433 -3.001519 -1.56 -2.72 -0.62
S 29.448006 -0.436223 -4.603465 -0.42 0.20 -1.91
O 30.297516 -1.493093 -5.069235 0.60 0.44 0.56
O 28.160931 -0.395998 -5.246496 -0.32 0.50 0.18
C 30.146541 1.204527 -5.126515 0.48 -0.94 0.17
F 30.421772 1.150781 -6.428555 -0.10 0.04 0.02
F 29.262617 2.150962 -4.897590 -0.39 0.57 0.04
F 31.260665 1.487679 -4.464985 0.10 0.13 -0.05
C 33.298326 -3.965430 -4.319652 0.77 -0.54 0.14
C 32.140971 -4.901104 -3.981820 0.20 -0.62 -1.07
C 31.158160 -4.051119 -3.169494 1.13 -0.63 0.57
O 31.935928 -2.924529 -2.729894 -0.04 -0.09 -0.22
C 33.318428 -3.163357 -3.029342 -0.30 0.93 0.17
H 33.201202 -3.400593 -5.248548 -0.62 0.44 0.36
H 34.224495 -4.523433 -4.505519 -0.04 -0.08 0.41
H 32.549234 -5.737530 -3.404632 -0.13 0.21 0.32
H 31.719316 -5.403557 -4.852604 -0.11 0.46 -0.02
H 30.888827 -4.649730 -2.289615 -0.44 0.30 -0.05
H 30.273166 -3.731792 -3.715119 0.12 0.20 0.00
H 33.800634 -3.678271 -2.182755 -0.12 -0.39 -0.29
H 33.808133 -2.186101 -3.057018 -0.13 0.01 -0.31
Br 25.405101 -2.773893 -5.467525 -0.12 0.21 -0.38
C 24.099197 -1.502662 -4.806407 -0.49 -1.10 1.02
C 23.477490 -2.146966 -3.573962 1.06 -0.05 -0.09
Br 22.360872 -0.789740 -2.760171 -0.31 -0.27 0.04
H 23.304667 -1.372229 -5.526944 0.32 0.44 -0.44
H 24.616014 -0.616456 -4.476173 0.09 0.29 -0.53
H 24.268528 -2.392033 -2.868761 -0.09 0.17 0.20
H 22.979271 -3.083832 -3.799173 -0.57 0.23 -0.01
Br 23.058281 2.389225 -1.070961 0.23 -0.13 0.07
C 23.796130 0.896870 -0.040697 -0.92 0.00 0.90
C 24.258456 1.401602 1.316583 0.64 -0.21 -0.59
Br 25.303244 -0.020738 2.167442 -0.10 0.21 -0.07
H 24.559801 0.375943 -0.597590 0.15 0.27 -0.21
H 22.952625 0.231436 0.117705 0.07 -0.17 -0.24
H 23.456176 1.612251 2.008064 -0.20 0.19 -0.12
H 24.908277 2.259360 1.168836 0.10 -0.02 0.35
Br 29.507552 -6.887192 -4.841832 -0.32 0.02 0.17
C 28.128294 -5.590055 -4.442645 -0.24 0.89 0.21
C 26.747522 -6.057948 -4.817678 0.53 0.10 0.55
Br 26.170345 -7.556730 -3.700814 -0.02 0.10 -0.18
H 28.355216 -4.640904 -4.938405 0.08 -0.37 -0.59
H 28.121963 -5.230941 -3.411144 0.38 -0.81 0.24
H 26.681855 -6.364147 -5.852419 -0.21 -0.02 -0.08
H 26.106322 -5.225404 -4.555354 -0.43 -0.13 -0.28
Br 25.977710 3.978464 -3.506203 -0.21 -0.18 -0.11
C 25.115979 2.616729 -4.602963 -0.54 -0.44 -0.02
C 26.107286 2.125771 -5.621170 -0.18 -0.19 -0.46
Br 25.223898 1.019504 -6.987162 -0.14 0.07 0.10
H 24.222369 3.004768 -5.087578 0.23 0.54 -0.01
H 24.722624 1.842149 -3.945837 0.43 -0.07 0.18
H 26.887030 1.471657 -5.247886 0.06 0.21 0.18
H 26.487766 2.956250 -6.201521 0.30 0.04 0.11
```
Forces are in eV/Å.

Summary:
LUMO level in eV: 1.966
Highest occupied orbital energy in eV: -5.80
Total charge: -1
F_max in eV/Å: 7.42
Frontier orbital gap in hartree: 0.285
ΔE to the lowest compared entry with this formula, charge and spin in kcal/mol: 0.0